(one)
# C20H24N2O4

One molecule with the formula C20H24N2O4 (the ωB97M-V functional and the def2-TZVPD basis, the Open Molecules 2025 dataset).

As for the HOMO energy: -8.2365 eV. As for the SMILES: CCOc1ccccc1OCC(=O)N/N=C(\C)Cc1ccc(OC)cc1.

```
! wB97M-V def2-TZVPD RIJCOSX def2/J DEFGRID3
* xyz 0 1
C -5.15744 -2.69692 1.13894
C -3.71785 -2.19424 1.11314
O -3.52523 -1.15094 0.17868
C -3.93762 0.11692 0.47275
C -4.47108 0.54026 1.68074
C -4.81061 1.87109 1.86802
C -4.63093 2.79002 0.85406
C -4.10759 2.37960 -0.36120
C -3.75827 1.05601 -0.56166
O -3.29321 0.57807 -1.77031
C -2.15979 1.21034 -2.32167
C -0.82846 0.70490 -1.74213
O 0.18960 1.36518 -1.83814
N -0.93801 -0.49983 -1.15301
N 0.02779 -1.15513 -0.42023
C 1.18796 -1.37006 -0.89123
C 1.67544 -1.04895 -2.26568
C 2.16735 -2.02134 0.04178
C 3.38425 -1.14762 0.21176
C 3.23743 0.19443 0.53027
C 4.33619 1.02150 0.68148
C 5.61803 0.50881 0.51615
O 6.77154 1.22650 0.63893
C 6.67853 2.59690 0.94019
C 5.77190 -0.84037 0.19873
C 4.66778 -1.65258 0.04573
H -5.44963 -3.02538 0.14471
H -5.83957 -1.91085 1.45353
H -5.24071 -3.53382 1.82681
H -3.39023 -1.88199 2.11178
H -3.05110 -2.98943 0.76798
H -4.61528 -0.15425 2.49294
H -5.21910 2.18233 2.81742
H -4.90059 3.82447 0.99945
H -3.98015 3.09170 -1.16251
H -2.17101 0.97613 -3.39123
H -2.18277 2.29886 -2.20736
H -1.87685 -0.83316 -0.93764
H 1.83252 0.02657 -2.35941
H 2.60674 -1.56642 -2.47769
H 0.91887 -1.32593 -3.00106
H 2.46506 -2.99006 -0.36630
H 1.67892 -2.18388 1.00517
H 2.24631 0.60562 0.65198
H 4.17781 2.06056 0.92289
H 6.20008 2.76444 1.91085
H 7.70425 2.96082 0.97809
H 6.12971 3.14301 0.16603
H 6.77079 -1.22713 0.07201
H 4.80820 -2.69477 -0.20451
*
```


(two)
# C20H24N2O4

One molecule with the formula C20H24N2O4 (the ωB97M-V functional and the def2-TZVPD basis, the Open Molecules 2025 dataset).

As for the HOMO energy: -9.1877 eV. As for the SMILES: O=C(NC[C@@H]1CCCO1)c1ccc(N2C(=O)[C@H]3CCCC[C@H]3C2=O)cc1.

```
! wB97M-V def2-TZVPD RIJCOSX def2/J DEFGRID3
* xyz 0 1
O -1.80689 -3.05070 -1.71492
C -1.00348 -2.17321 -1.96778
N -0.73005 -1.76961 -3.23249
C -1.38882 -2.33186 -4.38494
C -2.52033 -1.42790 -4.91993
C -3.77871 -1.50654 -4.05132
C -4.53275 -2.66737 -4.69674
C -4.15795 -2.51244 -6.17141
O -2.89972 -1.85295 -6.21749
C -0.23837 -1.46107 -0.90130
C 1.05267 -0.97890 -1.09372
C 1.72650 -0.35395 -0.06236
C 1.10707 -0.19101 1.17137
N 1.79449 0.46461 2.22090
C 2.58989 1.59080 2.03379
O 2.69415 2.20321 1.00645
C 3.30650 1.84363 3.34716
C 3.63979 3.30927 3.61333
C 2.42141 4.10056 4.07357
C 1.78399 3.41911 5.27899
C 1.26946 2.04447 4.87116
C 2.41056 1.14178 4.36774
C 1.75091 0.05040 3.54950
O 1.23435 -0.95768 3.94469
C -0.17863 -0.67742 1.37749
C -0.83612 -1.31948 0.34743
H -0.16019 -0.95204 -3.37737
H -1.79663 -3.29843 -4.08358
H -0.66008 -2.48273 -5.18627
H -2.13567 -0.40256 -5.00679
H -4.35298 -0.58297 -4.13447
H -3.54111 -1.69073 -3.00712
H -4.16832 -3.61616 -4.30395
H -5.60727 -2.61381 -4.53988
H -4.89152 -1.89170 -6.70270
H -4.07015 -3.47033 -6.69184
H 1.55755 -1.12029 -2.03812
H 2.72981 0.01108 -0.21370
H 4.25101 1.28860 3.26431
H 4.04309 3.74025 2.69519
H 4.41219 3.36064 4.38377
H 2.72582 5.11644 4.32939
H 1.69466 4.16209 3.26087
H 0.95276 4.01753 5.65478
H 2.51976 3.32025 6.07963
H 0.77213 1.54897 5.70606
H 0.53249 2.17383 4.07309
H 2.96156 0.73271 5.21545
H -0.65124 -0.56660 2.34013
H -1.82761 -1.71979 0.49394
*
```


Energy relative to the most stable one, in eV: (one) 3.404; (two) 0.000


(one)
# C26H79N5O11

C26H79N5O11 as an isolated structure (the ωB97M-V functional and the def2-TZVPD basis, the Open Molecules 2025 dataset).

As for the HOMO energy: -7.0690 eV.

```
! wB97M-V def2-TZVPD RIJCOSX def2/J DEFGRID3
* xyz 0 1
C -3.68762 -2.82867 2.43579
C -3.23260 -2.34095 1.01161
C -2.64854 -3.63867 0.22682
O -2.10496 -3.35581 -1.04089
C -0.77769 -2.88180 -1.07556
N -4.42509 -1.84016 0.35692
H -2.88544 -3.36254 2.94530
H -4.47770 -3.56281 2.27795
H -4.03119 -2.05181 3.11884
H -2.46222 -1.57990 1.13573
H -3.48464 -4.33363 0.30478
H -1.90430 -4.11838 0.86249
H -0.47664 -2.79468 -2.11954
H -0.01392 -3.45794 -0.55325
H -0.62216 -1.94066 -0.54813
H -4.54927 -0.85528 0.54318
H -4.26254 -2.01456 -0.62454
C 2.11532 -1.68316 -0.13233
C 1.82132 -0.16574 -0.10970
C 0.27268 0.20896 -0.07949
O 0.02995 1.60490 -0.11609
C -1.27001 2.11790 0.03083
N 2.57439 0.38643 0.98922
H 1.74595 -2.13554 -1.05267
H 1.74244 -2.03888 0.82814
H 3.18482 -1.89138 -0.10206
H 2.17950 0.35289 -0.99899
H -0.17417 -0.12719 0.85616
H -0.29008 -0.13463 -0.94745
H -1.91957 1.93786 -0.82578
H -1.18179 3.19700 0.15672
H -1.56409 1.81233 1.03494
H 2.88008 1.30011 0.68615
H 1.85389 0.56122 1.67510
C 5.27772 -4.90765 3.81663
C 3.98449 -4.46233 4.40379
C 2.66940 -4.64501 3.56983
O 2.72843 -3.59567 2.59448
C 1.76024 -3.72814 1.58365
N 3.94380 -5.02789 5.74008
H 6.06992 -4.82226 4.56043
H 5.71266 -4.33547 2.99716
H 5.33643 -5.96148 3.54438
H 4.02271 -3.37549 4.47728
H 1.75790 -4.48402 4.14546
H 2.71650 -5.60684 3.05919
H 2.00056 -4.50497 0.85778
H 1.75617 -2.74731 1.10819
H 0.73994 -3.93121 1.90897
H 4.87314 -4.90936 6.11742
H 3.84728 -6.00398 5.49918
C -2.83121 5.17782 -6.20813
C -2.60059 3.67462 -6.06248
C -3.09647 3.08184 -4.75248
O -2.26566 3.36730 -3.66390
C -2.36861 2.55987 -2.43922
N -3.13448 2.84099 -7.14194
H -2.46059 5.68087 -5.31500
H -3.81534 5.64604 -6.22696
H -2.26693 5.46162 -7.09647
H -1.53293 3.52264 -6.22089
H -3.34616 2.02085 -4.76152
H -4.02372 3.60008 -4.50805
H -3.29179 1.98553 -2.36224
H -2.39747 3.25256 -1.59812
H -1.53124 1.87678 -2.29672
H -2.87323 1.87144 -7.03322
H -4.13361 2.91862 -7.26770
C 3.68495 3.88974 -0.33024
C 2.28524 3.27198 -0.53566
C 2.00318 2.62267 -1.92779
O 0.66920 2.22585 -2.25269
C 0.50381 1.20826 -3.23673
N 1.92576 2.44359 0.61910
H 4.11379 4.21889 -1.27674
H 4.25668 3.04671 0.05771
H 3.72878 4.64748 0.45208
H 1.70465 4.18504 -0.40400
H 2.71810 1.80470 -1.83900
H 2.31708 3.30934 -2.71395
H 1.15958 0.39193 -2.93393
H 0.77073 1.70770 -4.16807
H -0.44414 0.67941 -3.33578
H 0.99715 2.11032 0.40297
H 1.70227 3.11331 1.34133
C 2.13054 2.21998 2.85964
O 1.47273 1.02705 3.20440
H 1.34819 2.96577 2.71893
H 2.79041 2.59371 3.64260
H 2.73915 2.05026 1.97145
H 2.16050 0.46362 3.56650
C -3.35658 0.62367 1.56079
O -3.95672 1.46225 2.52975
H -3.83760 -0.35281 1.61738
H -3.49393 1.15164 0.61713
H -2.29568 0.64959 1.80965
H -3.75772 1.34785 3.46191
C -1.62130 -0.16388 -2.86914
O -2.79718 -0.90696 -2.72530
H -1.73037 0.31317 -3.84311
H -1.60766 0.72470 -2.23799
H -0.73296 -0.78823 -2.96462
H -3.11738 -1.18932 -3.58515
C -0.83427 -1.56438 2.68102
O -1.50546 -1.25302 3.86606
H 0.22674 -1.33889 2.78829
H -1.13088 -2.47512 2.16074
H -1.29808 -0.87389 1.97660
H -1.18945 -1.93122 4.46754
C 4.31062 -1.50223 -1.68887
O 3.25664 -2.08714 -2.50930
H 5.32668 -1.48056 -2.08291
H 3.93725 -0.49450 -1.50672
H 4.31538 -1.98694 -0.71259
H 2.86458 -2.67728 -1.86150
C -2.28843 3.53327 2.72448
O -0.91109 3.91051 3.17921
H -3.06625 3.18892 3.40603
H -2.65716 4.31773 2.06360
H -2.32710 2.71518 2.00522
H -0.64433 3.09543 3.61059
*
```


(two)
# C26H79N5O11

A 11-piece molecular cluster, C26H79N5O11 overall (the ωB97M-V functional and the def2-TZVPD basis, the Open Molecules 2025 dataset).

As for the HOMO energy: -8.8940 eV. As for the SMILES: COC[C@H](C)N.COC[C@H](C)N.COC[C@H](C)N.COC[C@H](C)N.COC[C@H](C)N.CO.CO.CO.CO.CO.CO.

```
! wB97M-V def2-TZVPD RIJCOSX def2/J DEFGRID3
* xyz 0 1
C 2.28391 -3.52213 -1.26988
O 3.31916 -3.92157 -2.16412
C 3.15345 -3.38990 -3.45882
C 4.17237 -3.90939 -4.51138
C 5.63843 -3.48672 -4.41917
N 3.84091 -3.36421 -5.80197
H 2.53879 -3.90849 -0.28304
H 1.31837 -3.93157 -1.56686
H 2.22780 -2.44845 -1.09054
H 2.16608 -3.66484 -3.82978
H 3.19618 -2.30255 -3.39592
H 3.88303 -4.95786 -4.58280
H 6.31101 -3.83918 -5.20115
H 5.99113 -3.86142 -3.45828
H 5.77200 -2.40906 -4.32475
H 4.13331 -2.40483 -5.68286
H 4.54198 -3.70343 -6.44504
C -5.18287 1.79168 4.73826
O -4.23556 2.87131 4.55637
C -3.03296 2.50579 3.79745
C -2.11351 3.75617 3.38164
C -0.70467 3.34315 2.76867
N -1.97668 4.56739 4.52090
H -5.41089 1.26380 3.81227
H -6.14742 2.13002 5.11677
H -4.77970 1.04978 5.42756
H -2.41617 1.81710 4.37484
H -3.38133 2.06093 2.86533
H -2.63094 4.35334 2.63081
H 0.00775 2.93943 3.48810
H -0.18800 4.22782 2.39651
H -0.79678 2.69651 1.89605
H -2.93310 4.53924 4.84426
H -1.60635 3.99038 5.26253
C 0.35750 -3.79573 1.92205
O -0.82318 -4.41682 2.21205
C -0.67112 -5.73308 2.63070
C -1.80298 -6.12085 3.56371
C -1.63904 -5.56150 4.97168
N -1.84796 -7.55108 3.64605
H 0.88201 -3.68469 2.87108
H 0.40534 -2.74236 1.64592
H 0.85132 -4.28961 1.08519
H -0.59335 -6.38377 1.75969
H 0.24898 -5.95017 3.17327
H -2.74858 -5.79502 3.13039
H -0.81417 -6.02269 5.51479
H -2.44994 -5.87987 5.62680
H -1.53732 -4.47642 4.95284
H -0.91285 -7.77283 3.95670
H -1.94539 -7.94445 2.72091
C -1.54710 3.08097 -6.31760
O -2.18389 2.60546 -5.16386
C -3.46979 2.00722 -5.36290
C -3.80536 0.93844 -4.30965
C -2.80592 -0.13801 -4.14844
N -5.03885 0.19988 -4.54211
H -0.64366 3.50347 -5.87785
H -2.11234 3.87412 -6.80701
H -1.34757 2.29599 -7.04705
H -4.24401 2.76862 -5.26823
H -3.45653 1.51712 -6.33642
H -3.74806 1.44051 -3.34387
H -3.13556 -0.95318 -3.50428
H -1.89685 0.18324 -3.64002
H -2.39847 -0.53954 -5.07627
H -4.98678 -0.56197 -3.88107
H -4.97292 -0.26743 -5.43507
C 4.91198 5.08212 0.91957
O 4.41174 4.33539 2.00100
C 3.33658 3.53635 1.53085
C 2.95056 2.67204 2.72300
C 4.21916 1.94544 3.40969
N 1.98776 1.65344 2.30066
H 4.19860 5.78468 0.48877
H 5.19488 4.43634 0.08828
H 5.73757 5.67390 1.31492
H 2.51225 4.15918 1.18348
H 3.56454 2.87225 0.69712
H 2.61016 3.39503 3.46430
H 3.75745 1.10272 3.92424
H 4.82339 2.57355 4.06427
H 4.92173 1.47543 2.72151
H 1.18739 2.04579 1.82574
H 1.64735 1.35354 3.20304
C 0.84592 1.52959 -3.94745
O 1.59353 0.36160 -3.67679
H 0.19079 1.80515 -3.12103
H 1.49622 2.34746 -4.25779
H 0.16601 1.25556 -4.75413
H 1.34455 0.12491 -2.78036
C -3.81955 0.76476 0.25715
O -4.28789 -0.39017 0.99131
H -3.59024 0.57527 -0.79148
H -4.63503 1.48794 0.24673
H -2.90112 1.20969 0.64005
H -5.14399 -0.59161 0.60645
C -0.26046 0.18050 -0.50078
O 0.81419 -0.40127 -1.22461
H -1.23685 -0.09553 -0.89898
H -0.36414 -0.12092 0.54158
H -0.19305 1.26548 -0.58054
H 1.63479 -0.35442 -0.72862
C -2.18366 -1.84930 2.87044
O -2.77496 -0.54029 2.97908
H -1.20655 -1.89495 3.35134
H -2.75589 -2.65133 3.33671
H -2.04197 -2.13719 1.82873
H -3.33934 -0.42940 2.21045
C -0.82150 4.31212 -1.10280
O 0.44084 4.30032 -0.43191
H -1.17816 5.30286 -1.38444
H -0.75029 3.63224 -1.95180
H -1.50009 3.81809 -0.40741
H 0.46267 5.05808 0.15708
C 4.26772 -0.18633 0.31306
O 2.87459 -0.33050 0.80185
H 4.96822 -0.29702 1.14081
H 4.50339 -0.99271 -0.38142
H 4.56867 0.68068 -0.27501
H 2.71498 0.44166 1.34947
*
```


Energy relative to the most stable one, in eV: (one) 16.934; (two) 0.000


(one)
# CH3IN4

One molecule with the formula CH3IN4 (the ωB97M-V functional and the def2-TZVPD basis, the Open Molecules 2025 dataset).

As for the HOMO energy (alpha / beta): -8.7608 / -8.7591 eV.

```
! wB97M-V def2-TZVPD RIJCOSX def2/J DEFGRID3
* xyz 0 1
C 1.09092 0.04438 1.04624
N 0.42449 -1.00243 0.85829
N -0.32839 -1.31243 -0.21656
N -0.71850 0.91789 -0.98286
N -0.91814 -0.37596 -0.89907
I 2.23600 0.19663 2.75766
H 1.28842 1.00853 0.48109
H -1.40666 1.42208 -1.51948
H -1.66814 -0.89868 -1.52530
*
```


(two)
# CH3IN4

A 2-piece molecular cluster, CH3IN4 overall (the ωB97M-V functional and the def2-TZVPD basis, the Open Molecules 2025 dataset).

As for the HOMO energy (alpha / beta): -7.8200 / -7.8348 eV.

```
! wB97M-V def2-TZVPD RIJCOSX def2/J DEFGRID3
* xyz 0 1
C 1.22452 0.53851 -0.29686
N 0.71534 1.84032 -0.21464
N -0.44624 1.80375 0.22392
N 0.26887 -0.22384 0.48241
N -0.85959 0.66496 0.68493
I 3.19509 0.02855 0.02809
H 0.91372 -0.04460 -2.07509
H 0.16133 -1.21907 0.42899
H -1.71754 0.57130 1.33458
*
```


Energy relative to the most stable one, in eV: (one) 0.000; (two) 1.650


(one)
# C5H29N2O7S

A 8-piece molecular cluster, C5H29N2O7S overall (the ωB97M-V functional and the def2-TZVPD basis, the Open Molecules 2025 dataset).

As for the HOMO energy: -11.9716 eV.

```
! wB97M-V def2-TZVPD RIJCOSX def2/J DEFGRID3
* xyz 1 1
C -0.71875 -0.29324 -1.32470
N 0.07138 0.59480 -0.44352
C 0.74796 -0.01674 0.73317
C 0.42251 0.71886 2.03863
S -1.00664 0.11346 2.97771
C 2.25742 0.00356 0.52252
C -2.22576 -0.16597 -1.22730
N -2.75015 -0.60313 0.09416
H -0.47708 -0.04868 -2.34996
H -0.41402 -1.30902 -1.14793
H -0.48427 1.38949 -0.15172
H 0.45187 -1.07202 0.80238
H 1.28995 0.71333 2.70424
H 0.23929 1.77907 1.86212
H -0.45469 -1.03465 3.39167
H 2.79084 -0.50277 1.33412
H 2.64713 1.02017 0.45451
H 2.53963 -0.52517 -0.38667
H -2.68037 -0.78435 -1.99449
H -2.53611 0.86287 -1.38900
H -3.74697 -0.82936 0.04056
H -2.62824 0.14184 0.77409
H -2.25044 -1.47355 0.40869
H 1.37274 -3.18037 -0.76262
H 1.39861 -4.42724 0.19402
O 1.00860 -3.55216 0.09430
H -2.03795 -3.90855 0.93274
H -0.76290 -3.35468 0.20430
O -1.72721 -3.19026 0.34517
H -2.02904 2.67815 1.12632
H -3.55986 2.55278 0.83062
O -2.73128 2.07782 0.79943
H 2.23019 -1.55635 -2.42043
H 2.24135 -2.95292 -3.07860
O 1.88488 -2.46875 -2.32632
H 1.19509 2.35768 -0.48110
H 2.21951 3.44859 -0.10742
O 1.29564 3.30214 -0.31648
H 0.04790 3.66597 0.87925
H -0.84997 4.57642 1.75581
O -0.70586 3.66554 1.51204
H 3.42374 0.74370 -2.78675
H 2.32604 0.62297 -1.65834
O 2.67530 0.22075 -2.45921
*
```


(two)
# C5H29N2O7S

A 8-piece molecular cluster, C5H29N2O7S overall (the ωB97M-V functional and the def2-TZVPD basis, the Open Molecules 2025 dataset).

As for the HOMO energy: -11.7474 eV.

```
! wB97M-V def2-TZVPD RIJCOSX def2/J DEFGRID3
* xyz 1 1
C 1.37789 0.03378 -2.16372
N 0.85549 0.69102 -0.94122
C -0.00192 1.83379 -1.32935
C 0.77461 3.15762 -1.37133
S -0.17094 4.59655 -0.72847
C 0.34171 -1.00600 -2.50632
N 0.42559 -2.16105 -1.56702
C 0.36191 -3.55038 -2.09558
H 1.48784 0.71498 -3.01825
H 2.38849 -0.31059 -1.97575
H 1.56019 0.96019 -0.26958
H -0.44774 1.65814 -2.30724
H -0.88824 1.82725 -0.68698
H 1.71839 3.09145 -0.82461
H 1.08786 3.57895 -2.32342
H -0.07523 4.34903 0.59388
H -0.65656 -0.59445 -2.61313
H 0.40904 -1.41798 -3.52461
H 1.24885 -1.97792 -0.98097
H -0.24577 -2.08515 -0.75742
H 1.08834 -4.14454 -1.55023
H -0.62889 -3.93603 -1.86838
H 0.50578 -3.58351 -3.16979
H 1.19872 -1.50597 1.67265
H 0.60224 -0.22773 2.03366
O 0.40984 -1.18052 2.13043
H -0.86942 -2.38873 1.43197
H -2.02960 -2.60142 0.53899
O -1.07901 -2.78589 0.56482
H -2.70657 2.72597 1.62115
H -1.64408 3.24610 2.69125
O -2.42853 2.75806 2.53738
H 3.82562 -0.80891 -0.04376
H 3.85216 -2.26157 -0.00390
O 3.21657 -1.55902 -0.04660
H -1.81267 -0.29025 3.98816
H -2.29573 0.69184 2.90057
O -1.57808 0.09271 3.13723
H -4.36183 0.29243 2.11379
H -4.53577 -0.01319 0.69799
O -4.05670 -0.35738 1.46529
H 0.74071 1.94891 2.53254
H 1.55982 1.16820 3.48297
O 1.47561 1.33121 2.53287
*
```


Energy relative to the most stable one, in eV: (one) 0.000; (two) 2.385